ORCA calculation (ωB97M-V/def2-TZVPD) on a molecular structure, C6H8O2 in a non-equilibrium geometry.

Output
net charge	0
energy above the lowest of the compared OMol25 structures with the same formula, charge and spin	5.642	eV
frontier orbital gap	9.59	eV
highest occupied orbital energy	-0.3524	Eh
lowest unoccupied orbital energy	-0.003	eV

Geometry as XYZ:
```
16
Properties=species:S:1:pos:R:3:forces:R:3
C -1.062 -1.043 1.016 -1.988 -3.785 3.364
C -2.125 -0.577 -0.093 6.313 3.741 2.322
C -1.629 0.640 -0.567 -3.288 -2.380 -1.515
C -0.612 1.512 0.114 -2.423 1.044 -2.856
C 0.615 1.073 0.228 1.532 3.094 2.059
C 1.414 -0.124 -0.124 -0.110 2.157 0.079
H -1.640 -2.120 1.667 2.020 3.191 -1.989
H 0.063 -1.518 0.482 -4.322 1.443 2.480
H -1.004 -0.176 2.012 0.226 -2.853 -3.420
H -3.027 -0.970 -0.442 -0.814 -1.215 -0.516
H -2.149 0.756 -1.580 0.804 1.586 1.422
H -0.912 2.657 0.234 0.748 -2.758 0.225
H 1.242 1.830 0.809 -0.316 -1.338 -1.061
H 0.078 -0.648 -1.395 1.641 -0.746 0.750
O 0.984 -0.984 -1.058 -0.966 0.638 -1.047
O 2.484 -0.102 0.404 0.943 -1.817 -0.300
```
Positions in Å, forces in eV/Å.

***

ORCA calculation (ωB97M-V/def2-TZVPD) on C6H8O3 in the gas phase in a non-equilibrium geometry.

Output
net charge	0
energy above the lowest of the compared OMol25 structures with the same formula, charge and spin	1.754	eV
SMILES string	O[C@@H]1[C@H](O)[C@@H]2C=C[C@H]1O2
frontier orbital gap	10.68	eV
highest occupied orbital energy	-0.3620	Eh
lowest unoccupied orbital energy	0.826	eV

Geometry as XYZ:
```
17
Properties=species:S:1:pos:R:3:forces:R:3
O 0.396 2.039 -0.122 0.051 0.597 0.876
C -0.330 1.012 -0.696 0.205 -0.858 -1.053
C -1.160 0.159 0.348 -0.687 1.022 -0.584
O -1.019 0.715 1.634 0.305 -0.436 0.279
C -0.597 -1.240 0.086 0.042 -0.999 0.811
C 0.797 -1.241 0.684 1.117 -0.369 0.281
C 1.584 -0.525 -0.134 -0.786 0.156 0.008
C 0.636 -0.086 -1.259 -1.141 -1.124 -0.650
O -0.322 -1.229 -1.275 0.779 1.311 -1.080
H -0.160 2.311 0.623 0.350 0.311 0.142
H -0.956 1.454 -1.484 -0.053 -0.573 -0.003
H -2.237 0.200 0.154 0.268 -0.038 -0.236
H -0.106 0.524 1.894 -0.038 0.144 0.206
H -1.261 -2.098 0.266 0.244 0.401 0.460
H 1.127 -1.760 1.585 -0.242 0.295 -0.121
H 2.627 -0.219 0.000 -0.569 -0.247 -0.111
H 0.981 -0.015 -2.305 0.157 0.408 0.776
```
Positions in Å, forces in eV/Å.

***

ORCA calculation (ωB97M-V/def2-TZVPD) on C6H8O3S in the gas phase.

Output
net charge	0
energy above the lowest of the compared OMol25 structures with the same formula, charge and spin	3.109	eV
SMILES string	C#C[C@H](O)CS(=O)(=O)C=C
frontier orbital gap	11.06	eV
highest occupied orbital energy	-0.3818	Eh
lowest unoccupied orbital energy	0.672	eV

Geometry as XYZ:
```
18
Properties=species:S:1:pos:R:3:forces:R:3
C 2.147 -0.317 1.222 -0.155 0.249 -0.531
C 1.685 0.369 0.356 0.435 -0.192 0.377
C 1.094 1.290 -0.610 -0.049 0.076 -0.298
O 0.856 2.549 -0.046 -0.032 0.378 0.040
C -0.194 0.698 -1.198 -0.133 -0.116 0.667
S -1.404 0.334 0.122 -0.439 -0.318 -0.080
O -2.717 0.497 -0.442 0.022 -0.117 -0.223
O -1.084 1.131 1.284 0.219 -0.091 -0.007
C -1.301 -1.398 0.606 0.137 0.869 -0.424
C -0.546 -2.315 0.045 0.203 -0.102 -0.142
H 2.562 -0.927 1.968 0.207 -0.329 0.416
H 1.813 1.462 -1.426 -0.238 -0.132 0.115
H 0.233 2.429 0.691 0.113 -0.037 -0.071
H -0.693 1.437 -1.823 -0.108 -0.026 0.033
H -0.023 -0.211 -1.766 -0.007 -0.104 -0.113
H -2.002 -1.594 1.397 -0.208 0.017 0.248
H 0.150 -2.089 -0.745 0.128 0.067 -0.130
H -0.575 -3.345 0.363 -0.094 -0.092 0.121
```
Positions in Å, forces in eV/Å.

***

Please write out number 1 again, unchanged.
ORCA calculation (ωB97M-V/def2-TZVPD) on a molecular structure, C6H8O2 in a non-equilibrium geometry.

Output
net charge	0
energy above the lowest of the compared OMol25 structures with the same formula, charge and spin	5.642	eV
frontier orbital gap	9.59	eV
highest occupied orbital energy	-0.3524	Eh
lowest unoccupied orbital energy	-0.003	eV

Geometry as XYZ:
```
16
Properties=species:S:1:pos:R:3:forces:R:3
C -1.062 -1.043 1.016 -1.988 -3.785 3.364
C -2.125 -0.577 -0.093 6.313 3.741 2.322
C -1.629 0.640 -0.567 -3.288 -2.380 -1.515
C -0.612 1.512 0.114 -2.423 1.044 -2.856
C 0.615 1.073 0.228 1.532 3.094 2.059
C 1.414 -0.124 -0.124 -0.110 2.157 0.079
H -1.640 -2.120 1.667 2.020 3.191 -1.989
H 0.063 -1.518 0.482 -4.322 1.443 2.480
H -1.004 -0.176 2.012 0.226 -2.853 -3.420
H -3.027 -0.970 -0.442 -0.814 -1.215 -0.516
H -2.149 0.756 -1.580 0.804 1.586 1.422
H -0.912 2.657 0.234 0.748 -2.758 0.225
H 1.242 1.830 0.809 -0.316 -1.338 -1.061
H 0.078 -0.648 -1.395 1.641 -0.746 0.750
O 0.984 -0.984 -1.058 -0.966 0.638 -1.047
O 2.484 -0.102 0.404 0.943 -1.817 -0.300
```
Positions in Å, forces in eV/Å.

***

The lowest highest occupied orbital energy belongs to which entry? C6H8O3S